# 1
{
  "formula": "C30H36CdN6O",
  "method": "the ωB97M-V functional and the def2-TZVPD basis",
  "e_homo_ev": -6.3,
  "lumo_ha": 0.0125,
  "total_energy_ev": -47245.7071,
  "orbital_gap_ev": 6.63,
  "elements": ["Cd", "C", "C", "C", "N", "C", "C", "C", "C", "C", "C", "C", "N", "C", "C", "C", "N", "C", "C", "C", "C", "C", "C", "C", "N", "C", "C", "H", "H", "H", "H", "H", "H", "H", "H", "H", "H", "H", "H", "H", "H", "H", "H", "H", "H", "H", "H", "H", "H", "H", "H", "H", "H", "C", "C", "O", "N", "C", "C", "C", "C", "C", "C", "N", "H", "H", "H", "H", "H", "H", "H", "H", "H", "H"],
  "positions_angstrom": [[0.2317, 0.3488, 0.3985], [0.0225, -3.2741, -0.9806], [1.5315, -3.3999, -0.7342], [2.2361, -2.1328, -0.2203], [1.4999, -1.4461, 0.8188], [1.4695, -1.9068, 2.0472], [2.2634, -3.0092, 2.4631], [2.2778, -3.7742, 3.6155], [1.4490, -3.7531, 4.7221], [0.4270, -2.8360, 4.9241], [0.0709, -1.7186, 4.2014], [0.5969, -1.1314, 3.0113], [0.2851, 0.0761, 2.6245], [-0.4874, 0.9753, 3.4576], [-1.9455, 1.1311, 3.0091], [-2.1324, 1.9122, 1.6981], [-1.8386, 1.1232, 0.5157], [-2.7211, 0.7518, -0.3772], [-4.0839, 1.1552, -0.3029], [-5.1867, 0.9629, -1.1102], [-5.3411, 0.2342, -2.2769], [-4.3303, -0.4967, -2.8731], [-3.0015, -0.6544, -2.5276], [-2.1730, -0.1144, -1.5022], [-0.8828, -0.3620, -1.4666], [-0.2566, -1.1643, -2.5030], [-0.3990, -2.6853, -2.3300], [-0.4368, -2.7023, -0.1713], [-0.4044, -4.2776, -0.9184], [2.0285, -3.7141, -1.6588], [1.6918, -4.1999, -0.0086], [2.3640, -1.4385, -1.0515], [3.2521, -2.3933, 0.0991], [2.9923, -3.3227, 1.7288], [3.0383, -4.5500, 3.6213], [1.5934, -4.5190, 5.4728], [-0.1806, -3.0048, 5.8085], [-0.7656, -1.1765, 4.6202], [-0.0138, 1.9618, 3.3883], [-0.4524, 0.6966, 4.5135], [-2.4771, 1.6734, 3.7966], [-2.4164, 0.1483, 2.9141], [-1.4270, 2.7537, 1.7152], [-3.1267, 2.3588, 1.6936], [-4.3089, 1.7635, 0.5598], [-6.0832, 1.4624, -0.7536], [-6.3204, 0.2159, -2.7367], [-4.6207, -1.0535, -3.7597], [-2.4806, -1.3181, -3.1989], [0.8081, -0.9224, -2.5166], [-0.6345, -0.8876, -3.4952], [0.1824, -3.1607, -3.1285], [-1.4405, -2.9644, -2.5023], [4.6945, 2.1645, 0.8334], [3.4132, 1.9206, 0.0769], [2.3858, 1.5838, 0.6427], [3.4723, 2.1326, -1.2620], [2.4279, 1.7146, -2.1730], [1.2641, 2.6630, -2.3263], [0.9990, 3.2628, -3.5499], [-0.1241, 4.0655, -3.6727], [-0.9349, 4.2460, -2.5659], [-0.5875, 3.6071, -1.3849], [0.4816, 2.8275, -1.2608], [4.5612, 1.8242, 1.8555], [4.9307, 3.2297, 0.8404], [5.5266, 1.6311, 0.3739], [4.3625, 2.3882, -1.6539], [2.0384, 0.7561, -1.8328], [2.8902, 1.5527, -3.1470], [1.6574, 3.0963, -4.3926], [-0.3627, 4.5357, -4.6178], [-1.8272, 4.8538, -2.6126], [-1.2115, 3.7039, -0.5048]],
  "atomic_forces_ev_per_a": [[0.34, 0.13, -0.32], [0.07, 0.03, -0.06], [-0.01, 0.01, 0.01], [-0.12, -0.10, -0.03], [0.06, 0.03, 0.13], [-0.02, -0.06, 0.06], [-0.07, 0.09, 0.02], [0.02, -0.01, 0.00], [0.02, -0.02, 0.01], [-0.02, 0.03, 0.02], [0.03, -0.06, -0.04], [0.05, -0.03, -0.06], [-0.09, -0.05, 0.18], [0.03, 0.04, -0.06], [-0.01, -0.03, -0.02], [0.03, 0.00, -0.02], [-0.08, 0.00, 0.08], [0.07, 0.04, -0.11], [-0.01, -0.01, -0.04], [0.00, 0.01, 0.04], [0.01, -0.01, -0.02], [-0.02, -0.01, 0.01], [0.04, 0.09, 0.04], [-0.11, 0.00, 0.02], [-0.04, 0.11, 0.09], [0.02, -0.08, 0.06], [-0.02, 0.01, 0.01], [-0.01, -0.02, 0.02], [0.00, 0.00, -0.02], [0.01, -0.04, 0.02], [-0.01, 0.02, 0.03], [-0.02, 0.13, -0.06], [0.02, 0.01, -0.04], [0.01, -0.02, 0.00], [0.00, 0.00, -0.01], [0.00, 0.00, 0.01], [0.00, 0.01, 0.00], [-0.02, -0.02, 0.00], [0.01, 0.00, 0.00], [0.00, 0.01, 0.00], [0.00, 0.00, 0.01], [-0.01, 0.01, 0.01], [0.00, 0.03, -0.01], [0.01, -0.01, 0.02], [-0.01, -0.01, -0.01], [0.01, 0.00, 0.01], [0.00, 0.00, 0.00], [0.01, 0.01, 0.00], [0.01, 0.00, -0.02], [0.05, 0.04, 0.05], [0.05, 0.00, -0.01], [-0.02, -0.01, 0.00], [-0.01, 0.02, 0.01], [-0.01, 0.05, 0.02], [-0.16, 0.19, 0.05], [0.06, -0.27, -0.01], [0.22, 0.02, 0.04], [-0.05, -0.02, -0.16], [-0.02, 0.00, -0.03], [0.01, 0.04, 0.02], [-0.01, 0.02, 0.02], [0.02, 0.00, -0.03], [-0.02, -0.05, 0.00], [-0.12, -0.08, -0.01], [0.00, 0.00, 0.00], [0.00, 0.00, -0.01], [0.02, 0.00, 0.00], [-0.03, -0.01, 0.02], [-0.05, -0.14, 0.05], [-0.03, -0.03, 0.02], [0.00, -0.01, -0.01], [0.00, 0.00, 0.00], [-0.01, 0.01, 0.00], [-0.01, -0.01, 0.03]]
}

# 2
{
  "formula": "C30H36Cl66F2N4O4",
  "method": "the ωB97M-V functional and the def2-TZVPD basis",
  "e_homo_ev": -9.5,
  "lumo_ha": -0.0002,
  "total_energy_ev": -877755.7663,
  "relative_energy_kj_mol": 0.00,
  "orbital_gap_ev": 9.54,
  "elements": ["N", "C", "C", "C", "C", "N", "C", "O", "O", "C", "N", "N", "C", "O", "F", "C", "O", "F", "H", "H", "H", "H", "H", "H", "H", "H", "H", "H", "H", "H", "H", "H", "C", "Cl", "Cl", "Cl", "H", "C", "Cl", "Cl", "Cl", "H", "C", "Cl", "Cl", "Cl", "H", "C", "Cl", "Cl", "Cl", "H", "C", "Cl", "Cl", "Cl", "H", "C", "Cl", "Cl", "Cl", "H", "C", "Cl", "Cl", "Cl", "H", "C", "Cl", "Cl", "Cl", "H", "C", "Cl", "Cl", "Cl", "H", "C", "Cl", "Cl", "Cl", "H", "C", "Cl", "Cl", "Cl", "H", "C", "Cl", "Cl", "Cl", "H", "C", "Cl", "Cl", "Cl", "H", "C", "Cl", "Cl", "Cl", "H", "C", "Cl", "Cl", "Cl", "H", "C", "Cl", "Cl", "Cl", "H", "C", "Cl", "Cl", "Cl", "H", "C", "Cl", "Cl", "Cl", "H", "C", "Cl", "Cl", "Cl", "H", "C", "Cl", "Cl", "Cl", "H", "C", "Cl", "Cl", "Cl", "H", "C", "Cl", "Cl", "Cl", "H"],
  "positions_angstrom": [[3.6438, 5.7583, 0.1060], [3.5470, 4.7174, -0.9363], [4.7610, 3.7332, -0.7231], [4.2401, 2.4468, -0.0032], [3.6007, 1.5032, -1.0710], [2.5026, 0.6410, -0.6385], [2.8125, -0.3206, 0.3701], [3.2680, -0.0822, 1.4274], [2.5817, -1.6034, -0.0063], [2.6845, -2.5331, 1.0933], [4.0640, -2.9429, 1.4011], [1.2512, 1.2263, -0.5559], [0.9162, 1.7863, 0.7272], [0.4356, 1.2267, 1.6060], [1.1340, 3.1074, 0.9090], [0.2004, 0.4538, -1.1451], [0.3403, 0.0445, -2.2118], [-0.9485, 0.2075, -0.5148], [2.8310, 6.3666, 0.0688], [3.6730, 5.2787, 1.0035], [2.6185, 4.1101, -0.8488], [3.5583, 5.1468, -1.9542], [5.5693, 4.2385, -0.1621], [5.1236, 3.4708, -1.7382], [3.6156, 2.6475, 0.8847], [5.1493, 1.9265, 0.3775], [3.2012, 2.1540, -1.8796], [4.3887, 0.8991, -1.5684], [2.1880, -3.4607, 0.7383], [2.1233, -2.2300, 1.9969], [4.6766, -2.5262, 0.6807], [4.2967, -2.3944, 2.2353], [-3.7138, -0.1249, -3.1819], [-4.0566, 1.6019, -3.3146], [-4.7170, -0.8656, -1.9277], [-3.9636, -0.9329, -4.7331], [-2.6725, -0.2438, -2.8992], [-5.1573, 0.7301, 1.8944], [-5.6526, -0.9468, 2.1451], [-5.7114, 1.7590, 3.2168], [-3.4056, 0.8363, 1.7347], [-5.6076, 1.0808, 0.9722], [6.1368, -3.8578, -1.8300], [5.9330, -2.4188, -0.8187], [7.8411, -4.2828, -1.9718], [5.2143, -5.2229, -1.1919], [5.7578, -3.6249, -2.8194], [7.7233, -8.1836, -3.8709], [7.2397, -6.5985, -4.4839], [9.4679, -8.4077, -4.0352], [7.2279, -8.3763, -2.1890], [7.2255, -8.9437, -4.4622], [6.8723, 7.0458, -1.3777], [8.4089, 6.4439, -0.7453], [7.0980, 8.6078, -2.1930], [6.1344, 5.8613, -2.4578], [6.1969, 7.1968, -0.5417], [-2.1693, -3.7727, -0.6869], [-0.5913, -3.1049, -0.2565], [-2.0400, -5.5035, -1.0104], [-3.3491, -3.4559, 0.5920], [-2.5105, -3.2814, -1.5920], [-9.4189, 0.8751, 5.0350], [-9.4459, 0.7994, 6.8009], [-8.0393, -0.0182, 4.3970], [-10.9345, 0.2564, 4.3670], [-9.3171, 1.9138, 4.7408], [-11.6619, -2.1207, 0.9467], [-12.9122, -1.7801, -0.2521], [-11.8976, -3.7209, 1.6561], [-10.0540, -1.9943, 0.2256], [-11.7382, -1.3843, 1.7371], [1.9381, -5.5235, -4.1982], [1.4222, -7.1928, -3.9463], [1.3644, -4.4943, -2.8820], [3.6980, -5.4395, -4.3731], [1.4946, -5.1662, -5.1204], [5.8304, -5.6974, 3.6449], [7.4583, -5.5600, 4.3206], [4.8284, -4.3453, 4.1775], [5.8982, -5.7997, 1.8800], [5.3848, -6.6119, 4.0189], [-8.3687, 3.6191, 9.4810], [-8.8500, 5.2097, 8.8852], [-6.6200, 3.4119, 9.3598], [-8.9083, 3.3893, 11.1487], [-8.8441, 2.8666, 8.8634], [1.2133, 9.0306, 1.2104], [2.7610, 8.4440, 1.8272], [1.4242, 10.5561, 0.3478], [0.4616, 7.8215, 0.1615], [0.5549, 9.2047, 2.0536], [-1.8130, 3.4017, -6.6888], [-2.0947, 4.8031, -5.6526], [-0.1010, 2.9654, -6.6927], [-2.8028, 2.0350, -6.1691], [-2.0987, 3.6652, -7.6991], [-1.1812, 2.1704, 5.2719], [-1.3260, 1.0617, 6.6394], [-2.7090, 3.0086, 4.9849], [0.1244, 3.3295, 5.5457], [-0.9411, 1.5905, 4.3867], [-6.8411, 5.3312, 13.5835], [-7.3279, 6.9174, 12.9788], [-5.0921, 5.1228, 13.4525], [-7.3734, 5.1088, 15.2535], [-7.3191, 4.5759, 12.9716], [9.3319, 6.0681, -5.4147], [8.9207, 4.3777, -5.0951], [8.7137, 7.1125, -4.1327], [11.0802, 6.2605, -5.5923], [8.8609, 6.3639, -6.3458], [-9.8012, -6.3460, 0.1189], [-11.0527, -6.0335, -1.0840], [-10.0057, -7.9478, 0.8345], [-8.1965, -6.1818, -0.5961], [-9.8974, -5.6066, 0.9066], [8.0438, 7.2561, -9.3380], [9.7784, 7.0538, -9.5962], [7.2029, 5.7143, -9.5203], [7.7314, 7.9491, -7.7420], [7.6647, 7.9422, -10.0866], [-3.9869, -7.5188, 2.1834], [-5.2285, -7.2113, 0.9683], [-4.1882, -9.1274, 2.8883], [-2.3805, -7.3388, 1.4748], [-4.0942, -6.7849, 2.9740], [-6.5054, -4.3249, 3.7870], [-7.7704, -4.0226, 2.5915], [-6.7027, -5.9215, 4.5165], [-4.9061, -4.1719, 3.0495], [-6.5926, -3.5787, 4.5692], [7.1033, -12.3748, -0.5522], [5.3918, -11.9738, -0.7284], [8.0303, -11.7598, -1.9234], [7.7391, -11.7340, 0.9656], [7.1996, -13.4541, -0.5328], [-3.0061, 5.5768, -10.2926], [-2.7416, 3.8329, -10.1684], [-2.5592, 6.3956, -8.7895], [-2.1031, 6.2419, -11.6553], [-4.0619, 5.7462, -10.4696]],
  "atomic_forces_ev_per_a": [[-0.09, -0.26, -0.73], [0.63, -0.60, 0.35], [-1.53, -0.11, -0.28], [1.77, -0.45, -0.39], [0.02, 1.24, -0.26], [0.79, -0.37, -0.84], [-0.51, -1.66, -1.22], [0.86, 1.29, 1.94], [-0.77, 1.10, 0.04], [0.13, -2.43, -0.03], [-0.63, 1.97, 0.45], [-1.59, 0.57, 1.75], [0.75, 1.80, -1.09], [-1.51, -2.30, 2.54], [0.56, -0.27, -1.28], [0.56, 0.36, 0.57], [0.31, -1.34, -3.09], [0.37, 1.01, 1.07], [0.11, -0.16, 0.26], [-0.20, 0.33, -0.02], [0.32, 0.38, -0.12], [0.03, 0.07, 0.65], [-0.44, -0.30, -0.34], [0.16, -0.14, 0.75], [0.06, 0.04, -0.59], [-0.69, 0.20, 0.07], [-0.07, -0.59, 0.45], [-0.51, 0.09, 0.49], [0.01, 0.81, -0.24], [0.44, 0.39, -0.55], [-0.88, -0.83, 0.84], [0.26, -0.39, -0.18], [-0.02, 0.10, 0.01], [-0.12, -0.16, 0.40], [0.09, -0.05, 0.04], [0.03, 0.00, 0.07], [-0.06, 0.01, -0.03], [0.08, 0.07, 0.05], [-0.03, 0.05, -0.07], [0.22, 0.19, -0.23], [0.06, -0.04, -0.10], [0.03, -0.03, 0.06], [0.01, -0.39, -0.02], [0.87, 0.27, -1.00], [-0.02, 0.17, 0.09], [0.01, 0.24, -0.15], [-0.02, 0.01, 0.08], [-0.01, 0.02, 0.17], [-0.02, -0.11, -0.16], [-0.06, -0.03, -0.03], [-0.04, 0.12, -0.08], [0.04, 0.06, 0.03], [-0.02, 0.01, 0.04], [-0.10, 0.02, 0.06], [-0.29, 0.08, 0.42], [0.19, 0.37, -0.12], [-0.02, -0.04, -0.09], [0.00, -0.10, 0.00], [0.02, 0.04, -0.02], [0.01, 0.41, -0.37], [0.20, 0.04, -0.37], [0.00, -0.01, 0.09], [0.10, -0.15, -0.03], [-0.02, 0.03, 0.00], [-0.42, -0.13, 0.16], [0.01, 0.06, 0.02], [-0.03, -0.07, 0.02], [0.03, -0.04, -0.15], [0.05, 0.00, 0.08], [-0.03, 0.06, 0.10], [-0.01, -0.01, 0.07], [0.02, -0.03, -0.02], [-0.05, 0.03, 0.08], [0.02, 0.04, -0.04], [0.11, -0.02, -0.09], [-0.12, 0.00, -0.05], [0.04, -0.04, 0.06], [0.09, -0.03, -0.19], [-0.04, -0.04, 0.01], [0.04, -0.15, 0.16], [0.00, 0.01, 0.37], [0.03, 0.07, -0.01], [0.14, 0.13, -0.02], [-0.01, -0.09, 0.01], [-0.09, -0.03, 0.00], [-0.08, -0.07, -0.04], [0.01, 0.03, 0.05], [0.09, 0.06, -0.03], [-0.10, 0.11, 0.06], [-0.03, -0.06, 0.06], [-0.02, 0.02, 0.05], [0.03, -0.03, -0.07], [0.04, -0.10, 0.08], [0.00, -0.01, 0.06], [-0.06, 0.03, -0.04], [0.20, 0.15, -0.41], [0.04, 0.02, 0.08], [0.00, 0.03, 0.02], [0.01, 0.01, -0.07], [0.07, -0.04, -0.01], [-0.04, -0.07, -0.05], [-0.01, 0.06, 0.06], [0.06, 0.07, 0.05], [-0.01, -0.09, -0.02], [-0.07, -0.02, -0.02], [-0.01, -0.02, -0.07], [0.05, 0.06, 0.03], [0.11, -0.07, 0.14], [-0.02, 0.04, -0.03], [0.37, -0.14, -0.67], [-0.06, 0.00, -0.05], [0.14, -0.14, 0.19], [0.01, -0.05, -0.03], [0.01, 0.01, 0.02], [0.01, 0.08, 0.02], [-0.02, 0.05, -0.01], [0.01, -0.05, -0.05], [0.07, -0.11, -0.02], [-0.07, 0.03, 0.02], [0.01, 0.08, 0.00], [-0.15, 0.20, -0.17], [0.02, -0.04, 0.07], [0.04, -0.11, -0.09], [-0.02, 0.02, 0.10], [-0.02, 0.07, 0.02], [-0.07, -0.21, 0.44], [-0.01, -0.06, -0.06], [-0.04, -0.11, -0.01], [0.04, 0.08, 0.03], [0.03, 0.07, -0.02], [-0.20, -0.05, 0.32], [0.00, -0.04, -0.06], [-0.02, 0.11, 0.00], [0.05, -0.04, 0.00], [0.04, -0.18, 0.03], [-0.01, -0.05, -0.05], [-0.01, 0.08, 0.00], [0.11, 0.15, -0.02], [-0.06, 0.03, -0.06], [-0.07, -0.13, -0.13], [-0.07, -0.03, 0.05], [0.07, -0.03, 0.02]]
}

> Which formula does entry 2 have?

C30H36Cl66F2N4O4